1 | ORCA calculation (ωB97M-V/def2-TZVPD) on the molecule C5H4.

```
! wB97M-V def2-TZVPD RIJCOSX def2/J DEFGRID3
* xyz 0 1
C 2.12 -0.60 0.50
C 1.18 0.10 -0.04
C -0.07 0.57 -0.43
C -1.31 -0.05 -0.12
C -2.40 -0.51 0.13
H 2.80 -1.32 0.05
H 1.16 1.15 0.45
H -0.12 1.56 -0.89
H -3.36 -0.90 0.36
*
```

The LUMO energy (spin up / spin down) is -0.55 / -0.47 eV. The HOMO-LUMO gap (spin up / spin down) comes out at 7.43 / 7.36 eV. As for the highest occupied orbital energy (spin up / spin down): -7.988 / -7.827 eV.

Results of the Mulliken charge analysis, in e, for atoms 1 through 5:
1. C -0.37
2. C 0.08
3. C -0.94
4. C -0.23
5. C 0.31

2 | ORCA calculation (ωB97M-V/def2-TZVPD) on the molecule C5H4.

```
! wB97M-V def2-TZVPD RIJCOSX def2/J DEFGRID3
* xyz 0 1
C 1.10 -0.51 -0.87
C -0.21 0.17 -0.47
C -0.69 0.34 0.72
C -1.36 0.58 1.80
C -2.18 0.89 2.73
H 1.78 0.12 -1.45
H 0.95 -1.44 -1.44
H 1.65 -0.79 0.04
H -1.02 0.63 -1.06
*
```

The LUMO energy is -1.25 eV. The HOMO-LUMO gap comes out at 8.04 eV. As for the highest occupied orbital energy: -9.297 eV.

Results of the Mulliken charge analysis, in e, for atoms 1 through 5:
1. C -0.97
2. C -0.11
3. C 0.66
4. C 0.03
5. C -0.79

Most stable: 2. Least stable: 1.

1 | ORCA calculation (ωB97M-V/def2-TZVPD) on the molecule C4H8ClNO.

```
! wB97M-V def2-TZVPD RIJCOSX def2/J DEFGRID3
* xyz 0 1
C -0.44 1.18 -0.02
C 0.14 -0.11 -0.86
C -1.27 -0.54 1.43
C 1.66 -0.44 -0.93
N -0.53 0.57 1.32
O -0.48 -1.28 -0.49
Cl -2.94 -0.50 1.06
H 0.26 1.95 -0.33
H -1.48 1.40 -0.13
H -0.05 0.09 -2.03
H -1.15 -1.33 2.06
H 1.80 -1.34 -1.44
H 2.03 -0.41 0.07
H 2.10 0.38 -1.53
H 0.34 0.37 1.82
*
```

The LUMO energy (spin up / spin down) is 0.33 / 0.33 eV. The HOMO-LUMO gap (spin up / spin down) comes out at 8.66 / 8.66 eV. As for the highest occupied orbital energy (spin up / spin down): -8.336 / -8.335 eV.

Results of the Mulliken charge analysis, in e, for atoms 1 through 5:
1. C -0.67
2. C 0.44
3. C 0.01
4. C -1.22
5. N -0.33

2 | ORCA calculation (ωB97M-V/def2-TZVPD) on the molecule C4H8ClNO.

```
! wB97M-V def2-TZVPD RIJCOSX def2/J DEFGRID3
* xyz 0 1
C -0.36 1.06 0.26
C -0.82 -0.01 1.25
C -0.53 -1.17 0.29
C 0.45 -0.09 -0.46
H -1.09 1.87 -1.39
H -2.00 2.45 -0.08
H 0.17 1.86 0.72
H -1.88 0.45 1.72
H -0.20 -0.18 2.20
H -0.14 -2.07 0.82
H -2.01 -0.79 -0.94
H 0.54 -0.09 -1.61
N -1.53 1.47 -0.51
O -1.55 -1.60 -0.58
Cl 2.19 0.01 -0.08
*
```

The LUMO energy is 0.74 eV. The HOMO-LUMO gap comes out at 10.60 eV. As for the structure (SMILES): N[C@H]1C[C@@H](O)[C@@H]1Cl. As for the highest occupied orbital energy: -9.865 eV.

Results of the Mulliken charge analysis, in e, for atoms 1 through 5:
1. C -0.27
2. C -0.62
3. C -0.16
4. C -0.14
5. H 0.25

3 | ORCA calculation (ωB97M-V/def2-TZVPD) on a cluster of 2 separate species, C4H8ClNO in total.

```
! wB97M-V def2-TZVPD RIJCOSX def2/J DEFGRID3
* xyz 0 1
C 1.34 0.22 0.57
C 0.51 -0.40 1.68
C -0.05 -0.18 0.35
C -1.17 0.71 -1.56
N -1.13 0.37 -0.16
O -0.03 -2.29 -0.73
Cl -2.66 -0.21 0.45
H 1.55 1.29 0.60
H 2.12 -0.37 0.13
H 0.75 -1.40 1.98
H 0.14 0.23 2.49
H -0.26 1.26 -1.80
H -1.22 -0.19 -2.17
H -2.04 1.34 -1.74
H -0.51 -2.78 -0.06
*
```

The LUMO energy (spin up / spin down) is 0.03 / 0.03 eV. The HOMO-LUMO gap (spin up / spin down) comes out at 8.35 / 8.36 eV. As for the highest occupied orbital energy (spin up / spin down): -8.328 / -8.333 eV.

Results of the Mulliken charge analysis, in e, for atoms 1 through 5:
1. C -0.64
2. C -0.35
3. C 0.41
4. C -0.76
5. N 0.04

Most stable: 2. Least stable: 3.

1 | ORCA calculation (ωB97M-V/def2-TZVPD) on a cluster of 2 separate species, C2H2O3 in total.

```
! wB97M-V def2-TZVPD RIJCOSX def2/J DEFGRID3
* xyz 0 3
C 1.31 0.11 -0.11
C -1.87 -0.14 0.11
O -2.01 0.94 -0.35
O -1.66 -1.22 0.57
O 1.22 1.20 0.37
H 1.46 -0.10 -1.12
H 1.55 -0.79 0.54
*
```

As for the expectation value of S²: 2.01. The LUMO energy (spin up / spin down) is 0.64 / -2.52 eV. The HOMO-LUMO gap (spin up / spin down) comes out at 7.57 / 10.31 eV. As for the highest occupied orbital energy (spin up / spin down): -6.927 / -12.830 eV.

Results of the Mulliken charge analysis, in e, for atoms 1 through 5:
1. C -0.55
2. C 0.79
3. O -0.38
4. O -0.41
5. O -0.18

2 | ORCA calculation (ωB97M-V/def2-TZVPD) on the molecule C2H2O3.

```
! wB97M-V def2-TZVPD RIJCOSX def2/J DEFGRID3
* xyz 0 3
C 0.04 -0.55 0.79
C -0.10 0.18 -0.59
O -0.19 -1.71 0.98
O 0.12 1.58 -0.67
O 1.05 0.62 -1.20
H 0.13 0.02 1.76
H -1.05 -0.15 -1.06
*
```

As for the expectation value of S²: 2.01. The LUMO energy (spin up / spin down) is 0.98 / -3.06 eV. The HOMO-LUMO gap (spin up / spin down) comes out at 8.19 / 7.70 eV. As for the highest occupied orbital energy (spin up / spin down): -7.211 / -10.765 eV.

Results of the Mulliken charge analysis, in e, for atoms 1 through 5:
1. C -0.27
2. C 0.35
3. O -0.24
4. O -0.28
5. O -0.23

Most stable: 1. Least stable: 2.

1 | ORCA calculation (ωB97M-V/def2-TZVPD) on the molecule C2H5N3S2.

```
! wB97M-V def2-TZVPD RIJCOSX def2/J DEFGRID3
* xyz 0 1
C 0.50 0.68 -0.92
C 0.08 0.00 1.49
H -0.94 1.11 -2.22
H -1.50 0.31 -0.61
H 1.80 0.08 0.34
H 0.56 0.40 2.57
H -0.29 -1.82 -0.10
N -0.78 0.54 -1.26
N 0.78 0.23 0.30
N -0.83 -0.79 1.61
S 2.00 1.25 -1.73
S -1.38 -1.98 0.53
*
```

The LUMO energy is 0.41 eV. The HOMO-LUMO gap comes out at 8.70 eV. As for the structure (SMILES): NC(=S)N/C=N\S. As for the highest occupied orbital energy: -8.289 eV.

Results of the Mulliken charge analysis, in e, for atoms 1 through 5:
1. C 0.22
2. C 0.10
3. H 0.30
4. H 0.22
5. H 0.18

2 | ORCA calculation (ωB97M-V/def2-TZVPD) on the molecule C2H5N3S2.

```
! wB97M-V def2-TZVPD RIJCOSX def2/J DEFGRID3
* xyz 0 1
C -0.09 -1.16 0.17
C -0.11 2.09 -0.69
H 1.54 -2.69 0.52
H 0.02 -3.31 0.05
H -1.53 0.07 -0.01
H 0.15 1.83 1.36
H 0.16 1.43 -1.65
N 0.54 -2.40 0.10
N -1.34 -0.95 0.22
N 0.37 1.53 0.43
S 1.26 0.04 0.20
S -0.97 3.52 -0.72
*
```

The LUMO energy is 0.30 eV. The HOMO-LUMO gap comes out at 9.06 eV. As for the structure (SMILES): [H]/N=C(/N)SNC=S. As for the highest occupied orbital energy: -8.764 eV.

Results of the Mulliken charge analysis, in e, for atoms 1 through 5:
1. C 0.58
2. C -0.13
3. H 0.23
4. H 0.26
5. H 0.31

3 | ORCA calculation (ωB97M-V/def2-TZVPD) on the molecule C2H5N3S2.

```
! wB97M-V def2-TZVPD RIJCOSX def2/J DEFGRID3
* xyz 0 1
C 1.16 0.26 -0.09
C -1.56 0.39 0.11
H 3.66 0.00 1.13
H 4.27 -0.72 -0.23
H 2.13 -1.48 0.42
H 2.16 1.85 -0.20
H -1.09 1.38 0.47
N 3.46 -0.01 0.06
N 2.18 -0.63 -0.09
N 1.15 1.54 -0.11
S -0.35 -0.72 -0.08
S -3.16 0.02 0.02
*
```

The LUMO energy is -0.24 eV. The HOMO-LUMO gap comes out at 8.35 eV. As for the structure (SMILES): [H]/N=C(\NN)SC=S. As for the highest occupied orbital energy: -8.592 eV.

Results of the Mulliken charge analysis, in e, for atoms 1 through 5:
1. C 0.54
2. C -0.14
3. H 0.25
4. H 0.30
5. H 0.27

4 | ORCA calculation (ωB97M-V/def2-TZVPD) on the molecule C2H5N3S2.

```
! wB97M-V def2-TZVPD RIJCOSX def2/J DEFGRID3
* xyz 0 1
C -0.78 0.05 0.01
C 1.68 1.59 0.66
H 0.93 -1.99 -1.32
H -0.48 -1.68 1.06
H -0.87 1.64 -1.17
H 1.52 0.78 1.39
H 2.62 2.20 0.75
N 0.07 -0.91 0.56
N -0.18 1.13 -0.60
N 0.95 1.84 -0.35
S 1.49 -1.47 -0.21
S -2.42 -0.11 0.09
*
```

The LUMO energy is 0.04 eV. The HOMO-LUMO gap comes out at 8.75 eV. As for the structure (SMILES): C=NNC(=S)NS. As for the highest occupied orbital energy: -8.716 eV.

Results of the Mulliken charge analysis, in e, for atoms 1 through 5:
1. C 0.33
2. C -0.35
3. H 0.15
4. H 0.29
5. H 0.24

Most stable: 2. Least stable: 1.

1 | ORCA calculation (ωB97M-V/def2-TZVPD) on the molecule C2H5N3S2.

```
! wB97M-V def2-TZVPD RIJCOSX def2/J DEFGRID3
* xyz 0 1
C -0.73 -0.39 -0.08
C 0.75 0.01 -0.04
H -3.25 -0.51 -0.51
H -3.50 1.09 -0.25
H -1.88 -1.94 0.54
H -0.16 -2.27 0.20
H 2.27 1.71 -0.07
N -2.97 0.29 0.06
N -1.62 0.56 0.03
N -1.02 -1.75 -0.01
S 0.94 1.76 0.03
S 1.92 -1.11 -0.01
*
```

The LUMO energy is -0.66 eV. The HOMO-LUMO gap comes out at 7.92 eV. As for the structure (SMILES): N/N=C(\N)C(=S)S. As for the highest occupied orbital energy: -8.581 eV.

Results of the Mulliken charge analysis, in e, for atoms 1 through 5:
1. C 0.36
2. C 0.37
3. H 0.24
4. H 0.26
5. H 0.24

2 | ORCA calculation (ωB97M-V/def2-TZVPD) on the molecule C2H5N3S2.

```
! wB97M-V def2-TZVPD RIJCOSX def2/J DEFGRID3
* xyz 0 1
C -0.62 0.25 0.25
C 0.57 -0.35 -0.23
N -1.22 -0.22 1.32
N 1.41 -0.09 -1.22
N -2.26 0.43 1.80
S 1.57 0.99 -2.48
S 2.78 -1.28 -1.13
H -1.04 1.12 -0.27
H 0.87 -1.20 0.37
H -2.70 1.18 1.28
H -2.81 -0.09 2.47
H 3.44 -0.74 -2.16
*
```

The LUMO energy (spin up / spin down) is -0.56 / -0.57 eV. The HOMO-LUMO gap (spin up / spin down) comes out at 7.03 / 7.02 eV. As for the highest occupied orbital energy (spin up / spin down): -7.591 / -7.590 eV.

Results of the Mulliken charge analysis, in e, for atoms 1 through 5:
1. C -0.20
2. C -0.01
3. N -0.22
4. N -0.09
5. N -0.35

3 | ORCA calculation (ωB97M-V/def2-TZVPD) on a structure of composition C2H5N3S2.

```
! wB97M-V def2-TZVPD RIJCOSX def2/J DEFGRID3
* xyz 0 1
C -1.54 -0.30 -0.06
C 0.82 -0.98 -0.11
H -2.95 -1.85 -0.01
H -1.55 -2.23 0.81
H -3.41 0.58 -0.18
H -1.11 2.29 0.76
H 0.47 -1.88 -0.41
N -1.94 -1.54 0.20
N -2.35 0.63 -0.33
N -0.14 -0.07 0.07
S 0.36 1.67 0.07
S 2.38 -0.57 -0.04
*
```

The LUMO energy is 0.10 eV. The HOMO-LUMO gap comes out at 8.34 eV. As for the highest occupied orbital energy: -8.243 eV.

Results of the Mulliken charge analysis, in e, for atoms 1 through 5:
1. C 0.70
2. C -0.23
3. H 0.23
4. H 0.22
5. H 0.21

4 | ORCA calculation (ωB97M-V/def2-TZVPD) on the molecule C2H5N3S2.

```
! wB97M-V def2-TZVPD RIJCOSX def2/J DEFGRID3
* xyz 0 1
C 0.02 -0.78 -1.17
C -1.29 1.04 2.02
H 2.29 0.59 0.83
H 1.96 -1.25 -1.36
H -1.27 -1.62 -2.37
H -0.90 1.06 3.03
H -2.29 1.53 1.81
N 1.37 -0.62 -0.88
N -0.24 -1.56 -2.16
N -0.56 0.39 1.15
S 2.09 0.87 -0.46
S -1.19 0.35 -0.43
*
```

The LUMO energy is 0.54 eV. The HOMO-LUMO gap comes out at 9.51 eV. As for the structure (SMILES): [H]/N=C(/NS)SN=C. As for the highest occupied orbital energy: -8.973 eV.

Results of the Mulliken charge analysis, in e, for atoms 1 through 5:
1. C 0.53
2. C -0.24
3. H 0.14
4. H 0.27
5. H 0.25

Most stable: 1. Least stable: 2.

1 | ORCA calculation (ωB97M-V/def2-TZVPD) on the molecule C2H5N3S2.

```
! wB97M-V def2-TZVPD RIJCOSX def2/J DEFGRID3
* xyz 0 1
C 0.67 -0.53 0.48
C 0.35 1.14 -1.08
H -1.28 -0.88 3.39
H 1.83 -0.47 0.31
H -2.48 -0.76 -1.66
H -0.02 1.15 -2.15
H 1.76 1.77 0.24
N 0.31 -0.96 1.55
N -0.10 -0.05 -0.67
N 1.31 1.91 -0.63
S -1.31 -1.06 1.93
S -1.03 -1.26 -1.70
*
```

The LUMO energy is -0.16 eV. The HOMO-LUMO gap comes out at 8.96 eV. As for the structure (SMILES): [H]/N=C\N(S)/C=N\S. As for the highest occupied orbital energy: -9.117 eV.

Results of the Mulliken charge analysis, in e, for atoms 1 through 5:
1. C -0.19
2. C 0.17
3. H 0.16
4. H 0.43
5. H 0.19

2 | ORCA calculation (ωB97M-V/def2-TZVPD) on the molecule C2H5N3S2.

```
! wB97M-V def2-TZVPD RIJCOSX def2/J DEFGRID3
* xyz 0 1
C -0.45 -1.39 0.03
C 0.43 -0.35 0.79
N 0.30 0.97 0.31
N -1.53 -1.01 -0.43
N 0.88 1.33 -0.95
S -2.38 0.50 -0.32
S -1.13 1.88 0.63
H -0.16 -2.39 -0.24
H 0.14 -0.60 1.81
H 1.47 -0.76 0.72
H 1.86 1.14 -0.78
H 0.58 0.67 -1.57
*
```

The LUMO energy is 0.48 eV. The HOMO-LUMO gap comes out at 8.67 eV. As for the structure (SMILES): NN1CC=NSS1. As for the highest occupied orbital energy: -8.189 eV.

Results of the Mulliken charge analysis, in e, for atoms 1 through 5:
1. C -0.12
2. C -0.45
3. N -0.02
4. N -0.39
5. N -0.51

Most stable: 2. Least stable: 1.